# C27H27Cl3GeN7OSSeTa

C27H27Cl3GeN7OSSeTa as an isolated structure (wB97M-V/def2-TZVPD, the Open Molecules 2025 dataset).

Positions of all 69 atoms, in Å:
Ta -3.71 0.52 -0.78
C 3.45 3.00 1.99
C 2.24 3.87 1.55
N 1.85 4.07 0.31
N 2.62 3.42 -0.74
C 3.16 4.18 -1.78
N 3.50 5.45 -1.47
S 3.39 3.59 -3.33
C 1.31 4.29 2.56
C 1.57 4.68 3.90
C 0.59 5.44 4.59
C -0.70 5.54 4.12
C -0.90 5.15 2.82
N 0.03 4.60 2.06
H 4.09 3.52 2.67
H 3.97 2.75 1.04
H 3.05 2.16 2.64
H 2.25 2.60 -1.20
H 3.09 5.96 -0.64
H 3.66 6.08 -2.26
H 2.51 4.33 4.46
H 0.95 6.11 5.42
H -1.49 5.93 4.75
H -1.89 5.23 2.29
C 1.56 -4.64 -1.18
C 0.98 -3.48 -1.99
C 1.56 -2.19 -1.37
C -0.43 -3.42 -1.60
C 1.04 -3.60 -3.56
C 1.07 -2.48 -4.42
C 1.17 -2.75 -5.79
C 1.54 -4.02 -6.31
C 1.62 -5.07 -5.44
C 1.36 -4.88 -4.08
H 1.41 -4.34 -0.16
H 2.64 -4.77 -1.37
H 1.09 -5.57 -1.43
H 2.05 -2.37 -0.40
H 0.76 -1.49 -1.15
H 2.32 -1.61 -1.94
H -0.66 -2.65 -0.87
H 1.00 -1.47 -4.02
H 0.93 -1.94 -6.43
H 1.75 -4.12 -7.37
H 1.78 -6.10 -5.80
H 1.42 -5.70 -3.36
Cl -0.37 6.61 -0.49
Ge -0.26 4.48 0.06
Cl -5.27 0.01 -2.24
Cl -5.17 1.07 0.86
Se -1.73 -0.22 1.28
C -2.39 -0.92 2.94
C -2.71 -2.27 3.31
C -3.19 -2.59 4.57
C -3.39 -1.54 5.52
C -3.20 -0.19 5.12
C -2.77 0.08 3.81
H -2.53 -2.98 2.54
H -3.43 -3.64 4.71
H -3.58 -1.78 6.61
H -3.34 0.62 5.80
H -2.61 1.09 3.42
O -2.73 1.72 -1.62
N -1.25 -4.39 -1.93
C -2.56 -4.01 -1.72
C -3.02 -2.70 -1.64
N -3.15 -1.57 -1.26
C -3.55 -4.94 -2.11
N -4.33 -5.75 -2.46

Properties
* total charge: +1
* 2S+1: 2
* HOMO level (spin up / spin down): -0.3754 / -0.3755 Eh
* total energy: -212725.21961 eV

# C27H27ClN7O6S2Ti

C27H27ClN7O6S2Ti as an isolated structure (wB97M-V/def2-TZVPD, the Open Molecules 2025 dataset).

Positions of all 71 atoms, in Å:
Ti 0.47 -0.98 -0.18
Cl 6.96 -3.37 -1.76
C 5.43 -2.55 -1.64
C 4.75 -2.19 -2.80
C 3.52 -1.56 -2.70
C 2.96 -1.29 -1.46
O 1.74 -0.73 -1.38
C 3.67 -1.61 -0.27
C 3.17 -1.22 1.00
N 1.97 -0.61 1.14
C 1.57 0.03 2.29
C 2.19 0.03 3.53
C 1.63 0.74 4.61
C 0.49 1.48 4.48
C -0.16 1.53 3.22
C -1.33 2.27 2.97
C -1.89 2.25 1.72
C -1.30 1.49 0.71
N -0.20 0.78 0.91
C 0.37 0.80 2.14
C 4.91 -2.26 -0.40
H 5.18 -2.41 -3.77
H 2.97 -1.28 -3.59
H 3.84 -1.32 1.85
H 3.11 -0.52 3.68
H 2.13 0.70 5.57
H 0.08 2.03 5.31
H -1.78 2.83 3.78
H -2.79 2.80 1.50
H -1.72 1.45 -0.28
H 5.46 -2.54 0.50
C 1.12 -3.28 3.29
C -0.22 -2.86 2.78
N -0.44 -2.04 1.78
C -1.80 -2.00 1.60
C -2.42 -2.77 2.55
N -1.39 -3.30 3.28
C -3.82 -3.08 2.90
O -4.76 -2.48 2.19
O -4.05 -3.83 3.81
C -2.33 -1.33 0.40
O -3.52 -1.06 0.29
O -1.42 -1.09 -0.50
H 1.74 -3.56 2.44
H 1.03 -4.13 3.97
H 1.60 -2.45 3.81
H -1.55 -3.94 4.04
H -4.37 -1.90 1.48
O -0.11 -2.45 -2.57
S 0.42 -3.45 -1.64
N 0.80 -2.94 -0.29
C 0.09 4.66 -2.36
N -1.04 3.88 -2.86
C -2.32 4.58 -2.75
C -0.97 2.52 -2.95
S 0.30 1.64 -2.29
N -1.99 1.92 -3.62
C -2.52 2.49 -4.85
C -2.13 0.47 -3.55
H -0.02 5.68 -2.71
H 1.02 4.24 -2.73
H 0.13 4.65 -1.27
H -2.35 5.11 -1.80
H -3.14 3.88 -2.78
H -2.45 5.31 -3.55
H -2.08 3.46 -5.05
H -3.61 2.59 -4.82
H -2.27 1.83 -5.69
H -1.98 0.11 -2.54
H -1.42 -0.04 -4.20
H -3.15 0.22 -3.86

Properties
* 2S+1: 2
* HOMO level (spin up / spin down): -0.2159 / -0.2967 Eh
* total energy: -108465.72219 eV

# C27H27F37NbO4

C27H27F37NbO4 as an isolated structure (wB97M-V/def2-TZVPD, the Open Molecules 2025 dataset).

Positions of all 96 atoms, in Å:
C 7.69 -0.75 7.25
C 6.85 -0.36 6.47
Nb 5.41 0.47 4.99
C 7.16 0.67 3.56
C 7.90 1.98 3.39
C 8.37 2.63 4.67
F 7.09 2.90 2.70
C 3.66 1.16 3.62
F 2.76 0.15 3.26
F 4.12 1.65 2.40
C 2.75 2.26 4.15
F 3.36 3.47 4.08
F 2.43 2.05 5.45
H 8.49 -0.93 7.93
H 5.35 2.17 5.68
H 4.24 0.14 6.36
H 4.90 -1.23 4.54
H 6.75 0.35 2.59
H 7.93 -0.07 3.84
H 8.78 1.83 2.74
H 8.84 1.88 5.31
H 7.54 3.09 5.20
H 9.11 3.40 4.45
H 1.81 2.32 3.58
C 3.59 -0.93 0.24
C 4.66 -2.00 0.46
C 5.72 -2.18 -0.63
F 5.16 -2.49 -1.82
F 6.55 -3.18 -0.29
F 4.09 -3.19 0.74
F 5.37 -1.58 1.54
O 2.36 -1.36 -0.33
C 2.15 -1.44 -1.66
C 1.87 -2.88 -2.13
F 2.84 -3.72 -1.75
F 1.81 -2.88 -3.49
F 3.14 -0.88 -2.38
F 1.01 -0.75 -1.94
H 3.33 -0.59 1.24
H 3.99 -0.07 -0.30
H 6.30 -1.26 -0.74
H 0.91 -3.22 -1.73
C -2.17 -4.24 -7.77
C -3.34 -4.71 -6.91
C -4.49 -3.72 -6.69
F -4.07 -2.60 -6.07
F -5.42 -4.31 -5.89
F -2.91 -5.19 -5.74
F -3.92 -5.74 -7.61
O -1.03 -3.73 -7.10
C -0.92 -2.41 -6.77
C -0.83 -2.20 -5.25
F -1.87 -2.79 -4.63
F -0.89 -0.87 -5.01
F -1.90 -1.67 -7.32
F 0.25 -1.97 -7.28
H -1.81 -5.15 -8.25
H -2.51 -3.57 -8.56
H -4.96 -3.46 -7.64
H 0.10 -2.60 -4.87
C 1.34 5.02 6.82
C 0.01 4.85 7.56
C -1.06 5.92 7.36
F -0.62 7.14 7.76
F -2.14 5.61 8.11
F 0.22 4.64 8.88
F -0.55 3.71 7.05
O 2.41 5.61 7.53
C 2.59 6.95 7.60
C 2.49 7.49 9.04
F 1.32 7.12 9.61
F 2.54 8.84 9.01
F 1.78 7.63 6.77
F 3.87 7.22 7.22
H 1.69 4.00 6.63
H 1.19 5.49 5.85
H -1.36 5.97 6.31
H 3.32 7.10 9.64
C -10.59 -1.16 -6.32
C -10.92 -1.89 -7.63
C -11.89 -3.07 -7.55
F -11.43 -4.04 -6.74
F -12.03 -3.59 -8.79
F -9.79 -2.25 -8.27
F -11.57 -0.96 -8.40
O -9.40 -1.54 -5.65
C -9.38 -2.55 -4.73
C -8.47 -3.71 -5.17
F -8.81 -4.14 -6.40
F -8.62 -4.73 -4.29
F -10.62 -2.98 -4.42
F -8.83 -2.05 -3.60
H -10.40 -0.13 -6.63
H -11.45 -1.15 -5.65
H -12.87 -2.73 -7.20
H -7.43 -3.38 -5.17

Properties
* total charge: -1
* 2S+1: 1
* HOMO level: -0.1933 Eh
* total energy: -138718.97410 eV

Max |F| in eV/Å, matching the order above: 5.256; 1.390; 2.134